Arrangement P

ORCA calculation (wB97M-V/def2-TZVPD) on one molecule with the formula C21H19NO3.

```
! RIJCOSX wB97M-V def2-TZVPD def2/J DEFGRID3
* xyz 0 1
C 5.600 1.750 2.269
O 5.319 0.347 2.343
C 4.030 -0.084 2.306
C 3.783 -1.421 2.714
C 2.495 -1.816 3.038
C 1.372 -0.969 2.934
C -0.017 -1.538 3.258
O -0.037 -1.768 4.700
C -1.026 -2.533 5.278
C -1.035 -3.940 5.240
C -1.961 -4.623 6.090
N -2.823 -4.011 6.914
C -2.791 -2.669 6.942
C -1.918 -1.880 6.143
C -1.208 -0.632 2.976
C -1.204 0.761 3.096
C -2.337 1.522 2.882
C -3.515 0.865 2.574
C -3.509 -0.530 2.403
C -2.346 -1.285 2.569
C -4.908 -1.004 2.151
C -5.714 0.329 2.158
O -4.744 1.411 2.457
C 1.618 0.220 2.200
C 2.919 0.712 1.947
H 6.675 1.880 2.442
H 5.335 2.149 1.251
H 5.024 2.326 3.029
H 4.621 -2.089 2.831
H 2.300 -2.862 3.328
H -0.113 -2.531 2.734
H -0.268 -4.509 4.687
H -2.004 -5.722 6.135
H -3.477 -2.182 7.651
H -1.854 -0.777 6.235
H -0.276 1.261 3.383
H -2.340 2.584 2.989
H -2.361 -2.380 2.460
H -5.020 -1.511 1.175
H -5.271 -1.677 2.943
H -6.511 0.346 2.940
H -6.179 0.551 1.165
H 0.800 0.831 1.786
H 3.067 1.720 1.515
*
```

Values from the calculation:
**HOMO-LUMO gap**: 8.99 eV
**LUMO**: 0.72 eV

Atomic partial charges in e from the Löwdin method, atoms 1 to 4:
1 C -0.08
2 O -0.10
3 C -0.28
4 C 0.00

Arrangement Q

ORCA calculation (wB97M-V/def2-TZVPD) on a 2-piece molecular cluster, C21H19NO3 overall.

```
! RIJCOSX wB97M-V def2-TZVPD def2/J DEFGRID3
* xyz 0 1
C 0.325 -0.834 -4.241
N 1.638 -0.887 -4.441
O 2.298 0.180 -4.624
O 2.219 -2.019 -4.466
H -0.217 -1.772 -4.375
H -0.148 0.120 -4.432
C -6.122 -1.949 -1.475
C -4.645 -1.760 -1.329
C -3.760 -2.532 -2.111
C -2.385 -2.301 -2.069
C -1.827 -1.253 -1.276
C -0.439 -0.985 -1.455
C 0.361 -0.045 -0.764
C -0.117 1.098 -0.061
C 0.733 1.871 0.724
C 2.117 1.634 0.698
O 3.011 2.455 1.384
C 3.150 2.251 2.757
C 4.364 1.697 3.195
C 4.489 1.358 4.541
C 3.458 1.639 5.445
C 2.271 2.243 4.993
C 2.102 2.543 3.632
C 2.639 0.574 -0.069
C 1.771 -0.273 -0.727
C -2.709 -0.648 -0.338
C -4.084 -0.823 -0.444
H -6.663 -1.184 -0.908
H -6.418 -1.878 -2.529
H -6.438 -2.936 -1.115
H -4.166 -3.290 -2.767
H -1.712 -2.929 -2.655
H 0.099 -1.698 -2.065
H -1.164 1.374 -0.110
H 0.370 2.695 1.343
H 5.152 1.519 2.465
H 5.416 0.875 4.882
H 3.578 1.398 6.513
H 1.468 2.482 5.695
H 1.184 2.994 3.256
H 3.719 0.446 -0.117
H 2.177 -1.157 -1.223
H -2.319 -0.070 0.508
H -4.776 -0.226 0.153
*
```

Values from the calculation:
**HOMO-LUMO gap**: 4.67 eV
**LUMO**: -2.48 eV

Atomic partial charges in e from the Löwdin method, atoms 1 to 4:
1 C -0.02
2 N -0.52
3 O -0.05
4 O -0.07

Most stable: arrangement P. Least stable: arrangement Q.